A.
This record from the OMol25 dataset describes an isolated molecule of C3H4N2O. The level of theory is ωB97M-V with the def2-TZVPD basis set.

```
! wB97M-V def2-TZVPD RIJCOSX def2/J DEFGRID3
* xyz 0 1
O -2.1817 -0.0699 -0.2082
C -1.0425 -0.0235 -0.0466
C -0.1018 1.0817 0.1247
N 1.1794 0.6033 -0.0624
C 1.1320 -0.7070 -0.2425
N -0.2502 -1.1437 0.3025
H -0.4225 1.9407 -0.5803
H 0.0151 1.6450 1.0148
H 2.2284 -1.2589 -0.5025
H -0.5563 -2.0677 0.2004
*
```

Computed properties:
highest occupied orbital energy	-0.3500	hartree
Kohn-Sham gap	10.319	eV

Löwdin population analysis, charges in e, atoms 1 to 2: 0.154 -0.535

=====

B.
This record from the OMol25 dataset describes a cluster of 2 separate species, C3H4N2O in total. The level of theory is ωB97M-V with the def2-TZVPD basis set.

```
! wB97M-V def2-TZVPD RIJCOSX def2/J DEFGRID3
* xyz 0 1
C 0.4304 -0.3561 -0.3243
C 0.7877 1.3975 1.2535
C 0.6327 -1.1468 -1.5669
N -0.6588 -0.6799 -0.8106
N -0.5111 1.5734 1.4421
O 1.8168 1.8041 1.5582
H 0.6005 -0.7167 -2.6139
H 0.5653 -2.2879 -1.5971
H -1.1615 1.1853 0.7391
H -0.6681 2.4583 1.9796
*
```

Computed properties:
highest occupied orbital energy (spin up / spin down)	-0.3087 / -0.3087	hartree
Kohn-Sham gap (spin up / spin down)	8.253 / 8.250	eV

Löwdin population analysis, charges in e, atoms 1 to 2: -0.215 -0.347

=====

C.
This record from the OMol25 dataset describes an isolated molecule of C3H4N2O. The level of theory is ωB97M-V with the def2-TZVPD basis set.

```
! wB97M-V def2-TZVPD RIJCOSX def2/J DEFGRID3
* xyz 0 1
O -1.2179 -1.4504 1.4220
C -0.6772 -0.5924 0.7434
N -1.0288 0.6592 0.3836
C 0.3861 1.1709 -0.5807
C 1.1519 0.0669 -0.6558
N 0.5563 -0.9256 0.1301
H -1.9525 0.9120 0.8412
H 0.3078 2.2175 -0.8038
H 2.1033 -0.2675 -1.1339
H 0.3709 -1.7907 -0.3461
*
```

Computed properties:
highest occupied orbital energy	-0.3334	hartree
Kohn-Sham gap	9.845	eV

Löwdin population analysis, charges in e, atoms 1 to 2: 0.027 -0.641

=====

D.
This record from the OMol25 dataset describes an isolated molecule of C3H4N2O. The level of theory is ωB97M-V with the def2-TZVPD basis set.

```
! wB97M-V def2-TZVPD RIJCOSX def2/J DEFGRID3
* xyz 0 1
C -0.8318 1.7260 -1.8243
N -0.0809 0.9057 -1.1758
N -0.8519 0.5062 -0.0249
C -0.4062 -0.5092 0.6423
C 0.9392 -1.1379 0.6963
O 1.2707 -1.6372 1.7602
H -1.7164 2.2441 -1.2571
H -0.5981 2.1580 -2.7833
H -0.9954 -0.7071 1.5151
H 1.4672 -0.9547 -0.2367
*
```

Computed properties:
highest occupied orbital energy	-0.3560	hartree
Kohn-Sham gap	9.069	eV

Löwdin population analysis, charges in e, atoms 1 to 2: -0.040 -0.051

=====

Which structure is the least stable? The one labeled B.

=====

A.
This record from the OMol25 dataset describes a cluster of 7 separate species, C21H56O7 in total. The level of theory is ωB97M-V with the def2-TZVPD basis set.

```
! wB97M-V def2-TZVPD RIJCOSX def2/J DEFGRID3
* xyz 1 2
C -5.5522 1.1426 0.4558
C -5.3319 2.6152 -0.0624
C -4.1689 2.7507 -1.0670
O -6.5396 3.1268 -0.6521
H -4.5569 0.7116 0.3475
H -6.2340 0.6249 -0.2189
H -5.8714 1.1960 1.4967
H -4.9452 3.2221 0.7563
H -3.3019 2.1132 -0.8944
H -3.8640 3.7970 -1.0879
H -4.6620 2.4897 -2.0034
H -6.6708 2.5842 -1.4331
C 0.4255 -6.9543 3.6885
C -0.0990 -6.2640 2.3862
C 0.8237 -5.1420 1.8672
O -0.2754 -7.1478 1.3964
H 1.4336 -7.3231 3.4991
H -0.1661 -7.8145 4.0015
H 0.4661 -6.2720 4.5376
H -1.1005 -5.8488 2.4987
H 1.8951 -5.3137 1.9711
H 0.5529 -4.3128 2.5209
H 0.6201 -4.8536 0.8360
H 0.5761 -7.3721 1.0141
C 1.4514 2.4008 -2.8003
C 2.2171 2.2255 -1.4470
C 3.5901 2.8291 -1.4764
O 1.5183 2.8428 -0.4818
H 1.9874 1.8920 -3.6016
H 1.2626 3.4197 -3.1382
H 0.5441 1.8697 -2.5124
H 2.2297 1.1503 -1.2684
H 4.0214 2.7354 -2.4731
H 4.0747 2.3021 -0.6544
H 3.5625 3.8738 -1.1665
H 1.2667 3.6360 -0.9605
C -0.2274 -0.2647 -6.8078
C -0.5458 0.3714 -5.4112
C 0.1000 -0.3361 -4.2487
O -0.2065 1.7663 -5.4047
H 0.8094 0.0124 -6.9986
H -0.7760 0.1986 -7.6279
H -0.3317 -1.3419 -6.9379
H -1.6064 0.2481 -5.1921
H -0.1994 -1.3822 -4.1834
H -0.3591 0.0366 -3.3331
H 1.1809 -0.2016 -4.2076
H 0.6816 1.8848 -5.7495
C 0.1843 -1.1080 1.8001
C 0.3266 0.1548 0.8626
C -0.9719 0.4378 0.1035
O 0.7033 1.3034 1.5751
H -0.8497 -1.2986 2.0875
H 0.8386 -0.8936 2.6450
H 0.5530 -1.9808 1.2611
H 1.1717 -0.0779 0.2147
H -1.7531 0.8709 0.7283
H -1.3285 -0.5529 -0.1783
H -0.6875 1.0531 -0.7501
H 1.0515 1.8622 0.8765
C 3.5207 -2.3147 2.1874
C 3.8809 -3.1033 0.9147
C 3.3337 -2.3261 -0.3654
O 5.2796 -3.0985 0.8581
H 2.4350 -2.3632 2.2707
H 3.9174 -1.2997 2.2097
H 4.0274 -2.8234 3.0075
H 3.4670 -4.1100 0.9725
H 2.2569 -2.4863 -0.4187
H 3.8545 -2.6890 -1.2515
H 3.5366 -1.2558 -0.4029
H 5.7060 -3.2053 1.7116
C -2.4116 4.4233 3.6770
C -1.3024 3.6951 2.9241
C 0.1108 4.2164 3.2505
O -1.4944 2.3345 3.1060
H -2.4711 4.2051 4.7433
H -3.4184 4.1214 3.3881
H -2.3301 5.4931 3.4845
H -1.4051 3.9257 1.8637
H 0.8564 4.1687 2.4568
H 0.4052 3.6834 4.1547
H 0.0555 5.2776 3.4932
H -0.7471 1.8360 2.7674
*
```

Computed properties:
highest occupied orbital energy (spin up / spin down)	-0.4272 / -0.4272	hartree
Kohn-Sham gap (spin up / spin down)	9.076 / 2.571	eV

Löwdin population analysis, charges in e, atoms 1 to 2: -0.029 -0.469

=====

B.
This record from the OMol25 dataset describes a cluster of 7 separate species, C21H56O7 in total. The level of theory is ωB97M-V with the def2-TZVPD basis set.

```
! wB97M-V def2-TZVPD RIJCOSX def2/J DEFGRID3
* xyz 1 2
C 1.6867 -0.1581 4.7914
C 2.3946 0.1460 6.1712
C 3.2765 1.3854 6.1364
O 1.4555 0.1577 7.2263
H 2.2887 -0.2891 3.8922
H 0.9733 0.6606 4.6973
H 1.1402 -1.1008 4.8189
H 3.0029 -0.6852 6.5278
H 2.6503 2.2596 5.9574
H 3.8388 1.4328 5.2039
H 3.8915 1.4391 7.0347
H 0.8988 0.8674 6.8977
C 5.5770 2.5370 -0.5555
C 4.5196 3.1405 0.4311
C 5.2032 3.4364 1.7127
O 3.9859 4.3100 -0.1996
H 6.4696 3.1612 -0.5118
H 5.0958 2.5097 -1.5332
H 5.7864 1.5178 -0.2307
H 3.6672 2.4741 0.5627
H 5.8036 4.3453 1.6732
H 5.7479 2.6597 2.2496
H 4.4644 3.6494 2.4853
H 3.3915 4.7305 0.4260
C -3.6601 3.8463 -2.3514
C -4.9146 3.0645 -2.6396
C -5.4058 2.5794 -1.2690
O -6.0074 3.9690 -3.0093
H -3.2574 4.4365 -3.1745
H -2.8712 3.2626 -1.8771
H -3.8021 4.5668 -1.5459
H -4.7364 2.2779 -3.3727
H -6.1321 1.7875 -1.4520
H -5.7798 3.3526 -0.5979
H -4.5971 2.0204 -0.7982
H -6.8401 3.4961 -2.9421
C -1.2704 1.6895 0.0252
C -0.3144 0.5204 -0.0915
C 0.8230 0.6081 0.9532
O -1.0464 -0.6993 0.1562
H -2.0730 1.6952 -0.7123
H -0.8219 2.6704 0.1829
H -1.7028 1.6622 1.0254
H 0.1029 0.5004 -1.0983
H 1.7006 0.0275 0.6686
H 0.4329 0.2206 1.8944
H 1.1119 1.6093 1.2728
H -1.9495 -0.6550 -0.1663
C -5.8822 -2.1292 -1.0435
C -4.8795 -1.1602 -0.6241
C -5.1457 -0.6946 0.7074
O -3.6776 -1.7827 -0.6635
H -6.8366 -1.6415 -1.2417
H -5.8367 -3.0841 -0.5199
H -5.6810 -2.4595 -2.0625
H -4.8685 -0.3619 -1.3662
H -5.2688 -1.5783 1.3335
H -6.0610 -0.1587 0.9587
H -4.3159 -0.1605 1.1703
H -3.8339 -2.5689 -0.1352
C 3.2927 -1.3212 -1.2621
C 3.9757 -2.5188 -1.9354
C 5.5509 -2.4292 -1.9602
O 3.6590 -3.6926 -1.1950
H 3.5096 -1.3568 -0.1945
H 2.2053 -1.2519 -1.2914
H 3.7557 -0.4034 -1.6244
H 3.6345 -2.7923 -2.9339
H 5.8253 -2.2141 -0.9274
H 5.9548 -1.6659 -2.6253
H 5.9009 -3.4056 -2.2951
H 3.9083 -4.4277 -1.7599
C -1.6613 -4.8694 -3.5729
C -1.1695 -4.2897 -2.2421
C -0.1372 -3.1263 -2.3411
O -2.2924 -3.9003 -1.5419
H -0.8510 -4.9373 -4.2988
H -2.5031 -4.3316 -4.0092
H -2.0070 -5.8746 -3.3321
H -0.6224 -5.0129 -1.6373
H 0.7396 -3.4691 -2.8904
H 0.2669 -2.7979 -1.3835
H -0.5548 -2.2655 -2.8633
H -2.2919 -2.9614 -1.3416
*
```

Computed properties:
highest occupied orbital energy (spin up / spin down)	-0.4344 / -0.4344	hartree
Kohn-Sham gap (spin up / spin down)	9.178 / 2.418	eV

Löwdin population analysis, charges in e, atoms 1 to 2: -0.049 -0.501

=====

Which structure is the least stable? The one labeled B.

=====

A.
This record from the OMol25 dataset describes a structure of composition C5H15N2O2. The level of theory is ωB97M-V with the def2-TZVPD basis set.

```
! wB97M-V def2-TZVPD RIJCOSX def2/J DEFGRID3
* xyz -1 1
N -0.7045 -2.1222 2.0222
C -0.0596 -0.8402 1.6981
C 1.4377 -0.9178 1.2714
C -0.9890 -0.2537 0.5936
N -0.6505 1.0816 0.1333
C -1.4255 1.4298 -1.0863
C -0.8070 1.1359 -2.4760
O 0.4865 0.5612 -2.4427
H 0.0388 -2.8671 1.9784
H -0.8307 -2.1891 3.0200
H -0.0970 -0.0990 2.5015
H 1.7650 0.1124 1.3965
H 2.0094 -1.5568 2.0064
H 1.5446 -1.2436 0.2527
H -2.0140 -0.2203 0.9613
H -1.0089 -1.0783 -0.1459
H 0.3618 1.2308 -0.0898
H -1.5587 2.5220 -1.0107
H -2.4204 0.9482 -1.0089
H -0.5881 2.0033 -3.0808
H -1.3169 0.3093 -3.0115
H 1.3571 0.7996 -1.6988
H 3.1089 0.3345 -0.8282
O 2.3610 0.9193 -0.9559
*
```

Computed properties:
highest occupied orbital energy	-0.1426	hartree
Kohn-Sham gap	7.585	eV

Löwdin population analysis, charges in e, atoms 1 to 2: 0.000 -0.441

=====

B.
This record from the OMol25 dataset describes a cluster of 2 separate species, C5H15N2O2 in total. The level of theory is ωB97M-V with the def2-TZVPD basis set.

```
! wB97M-V def2-TZVPD RIJCOSX def2/J DEFGRID3
* xyz -1 1
C -1.6520 -0.2921 0.9774
C -0.4768 -0.2426 -0.1015
C -1.3197 -0.2235 -1.5010
C -0.3882 -0.3719 -2.6954
N 0.5874 0.7274 -2.9040
N 0.3854 0.9021 0.0679
C 1.4186 0.6776 1.1620
O 1.3574 -0.5632 1.6803
H -1.2518 0.1381 1.9064
H -1.8580 -1.3525 1.1347
H -2.5197 0.1999 0.6274
H -0.0734 -1.2267 -0.3166
H -2.0320 -1.0501 -1.6187
H -2.0040 0.6225 -1.4377
H -1.0860 -0.4380 -3.5548
H 0.1947 -1.2856 -2.5542
H 0.0326 1.5764 -3.0736
H 1.1193 0.7941 -2.0220
H -0.2508 1.6502 0.3327
H 1.3746 1.4401 1.9158
H 2.4001 0.9308 0.6376
H 1.7488 -0.5481 3.0482
H 2.0023 -1.4571 4.3130
O 2.2913 -0.6077 3.9759
*
```

Computed properties:
highest occupied orbital energy	-0.1314	hartree
Kohn-Sham gap	7.250	eV

Löwdin population analysis, charges in e, atoms 1 to 2: -0.064 -0.383

=====

Which structure is the least stable? The one labeled A.